DFT (wB97M-V/def2-TZVPD) results for the molecule C2HN2OP in a non-equilibrium geometry.

The geometry in XYZ format:
```
7
Properties=species:S:1:pos:R:3:forces:R:3
N -0.7534 -2.7905 1.3242 0.31 0.69 -0.38
C -0.3294 -1.7075 1.2888 -0.55 -0.56 -0.16
P 0.3769 -0.2176 1.8912 0.26 1.96 -0.58
C 0.2297 0.9430 0.3453 0.69 -0.48 -2.71
N 0.3574 1.4087 -0.7503 0.39 -0.76 6.81
O 0.3088 1.5986 -2.0440 -0.58 -0.58 -0.22
H -0.1899 0.7653 -2.0551 -0.52 -0.27 -2.76
```
Positions in Å, forces in eV/Å.

## Properties
Charge: 0
Calculated total energy (eV): -16400.6869
E_LUMO (eV): -0.8
HOMO (eV): -8.06
SMILES string: N#CP=C=NO
Multiplicity: 1